{"formula": "C2H8N2O", "method": "the ωB97M-V functional and the def2-TZVPD basis", "de_lowest_kj_mol": 228.0, "gap_ha": 0.3479, "homo_energy_ha": -0.320, "spin_multiplicity": 1, "smiles": "NC(N)CO", "elements": ["N", "C", "N", "C", "O", "H", "H", "H", "H", "H", "H", "H", "H"], "positions_angstrom": [[1.018, -0.246, 1.090], [0.630, 0.076, -0.225], [0.938, -0.965, -1.159], [-1.050, 0.536, -0.270], [-1.472, 1.184, 0.847], [0.693, -1.170, 1.359], [0.490, 0.392, 1.823], [1.121, 1.000, -0.539], [0.465, -1.830, -0.924], [0.709, -0.703, -2.109], [-1.558, -0.428, -0.424], [-1.157, 1.186, -1.143], [-0.828, 0.968, 1.676]], "forces_ev_per_angstrom": [[-0.91, 0.92, 2.98], [-3.00, 1.86, -0.98], [0.18, -0.17, 0.20], [2.96, -1.82, -0.97], [1.46, 0.34, 3.77], [0.10, -0.21, -0.19], [1.93, -1.47, -1.85], [0.28, -0.13, 0.04], [-0.10, 0.02, -0.11], [-0.04, -0.01, 0.08], [-0.21, 0.12, -0.04], [-0.12, -0.10, 0.03], [-2.54, 0.66, -2.96]]}

{"formula": "C35H30AuN4O3S", "method": "the ωB97M-V functional and the def2-TZVPD basis", "gap_ha": 0.2888, "homo_energy_ha": -0.399, "total_charge": 1, "spin_multiplicity": 1, "elements": ["Au", "S", "C", "C", "C", "C", "C", "C", "N", "C", "C", "C", "C", "C", "C", "C", "H", "H", "H", "H", "H", "H", "H", "H", "C", "O", "C", "C", "C", "C", "C", "C", "N", "C", "N", "C", "C", "C", "C", "C", "C", "O", "C", "N", "C", "C", "C", "C", "C", "C", "O", "C", "H", "H", "H", "H", "H", "H", "H", "H", "H", "H", "H", "H", "H", "H", "H", "H", "H", "H", "H", "H", "H", "H"], "positions_angstrom": [[0.220, -0.763, -0.309], [-1.738, -2.490, 3.385], [-2.862, -1.279, 2.841], [-4.062, -0.885, 3.425], [-4.708, 0.208, 2.885], [-4.161, 0.910, 1.805], [-2.984, 0.505, 1.214], [-2.349, -0.625, 1.719], [-1.141, -1.158, 1.286], [-0.673, -2.065, 2.107], [0.683, -2.545, 1.905], [1.256, -3.550, 2.677], [2.554, -3.958, 2.416], [3.259, -3.368, 1.378], [2.688, -2.361, 0.602], [1.406, -1.920, 0.876], [-4.462, -1.398, 4.289], [-5.636, 0.546, 3.324], [-4.670, 1.789, 1.434], [-2.545, 1.052, 0.391], [0.690, -4.015, 3.475], [3.010, -4.736, 3.012], [4.267, -3.697, 1.162], [3.254, -1.935, -0.211], [-2.307, -3.932, -4.813], [-3.555, -3.382, -4.415], [-3.796, -2.046, -4.490], [-5.141, -1.705, -4.636], [-5.548, -0.389, -4.693], [-4.611, 0.639, -4.628], [-3.278, 0.312, -4.489], [-2.861, -1.016, -4.391], [-1.463, -1.244, -4.164], [-0.749, -0.696, -3.129], [0.499, -0.349, -3.504], [1.562, 0.173, -2.757], [1.733, -0.038, -1.395], [2.872, 0.461, -0.771], [3.859, 1.107, -1.505], [3.685, 1.308, -2.862], [2.526, 0.881, -3.478], [2.364, 1.111, -4.825], [1.458, 2.163, -5.169], [-1.228, -0.536, -1.912], [-2.412, -1.292, -1.591], [-3.645, -0.692, -1.437], [-4.755, -1.436, -1.074], [-4.622, -2.796, -0.858], [-3.392, -3.427, -1.013], [-2.288, -2.681, -1.389], [-1.040, -3.187, -1.598], [-0.742, -4.487, -1.109], [-2.480, -5.000, -4.921], [-1.529, -3.760, -4.070], [-2.002, -3.535, -5.787], [-5.854, -2.517, -4.698], [-6.599, -0.162, -4.806], [-4.917, 1.673, -4.694], [-2.526, 1.089, -4.425], [-0.921, -1.559, -4.952], [0.635, -0.278, -4.498], [3.001, 0.330, 0.293], [4.750, 1.471, -1.014], [4.418, 1.824, -3.467], [1.860, 2.653, -6.054], [1.364, 2.880, -4.353], [0.460, 1.799, -5.433], [-3.729, 0.370, -1.625], [-5.717, -0.957, -0.957], [-5.483, -3.384, -0.570], [-3.321, -4.491, -0.846], [0.315, -4.638, -1.312], [-1.309, -5.265, -1.623], [-0.925, -4.540, -0.034]], "forces_ev_per_angstrom": [[0.05, -0.21, 0.15], [0.02, 0.01, 0.00], [0.02, 0.01, -0.04], [0.03, -0.01, -0.02], [-0.01, 0.01, 0.00], [-0.03, 0.01, 0.02], [0.02, -0.01, -0.04], [0.00, -0.06, 0.06], [-0.01, -0.06, 0.20], [-0.20, 0.11, -0.08], [0.06, -0.17, 0.05], [0.02, 0.01, -0.02], [-0.07, 0.02, 0.02], [0.03, 0.03, -0.04], [0.02, -0.10, 0.10], [-0.02, 0.22, -0.11], [0.00, -0.01, 0.01], [-0.01, 0.00, 0.01], [0.00, 0.01, -0.01], [0.01, 0.00, -0.02], [-0.01, 0.00, 0.01], [0.00, -0.01, 0.01], [0.00, 0.01, -0.01], [0.05, -0.01, -0.03], [-0.03, 0.04, -0.08], [0.00, 0.09, 0.13], [0.00, -0.08, -0.06], [0.01, -0.05, -0.02], [0.02, 0.05, 0.00], [-0.01, -0.06, 0.00], [-0.05, -0.06, -0.01], [0.11, 0.15, -0.02], [-0.15, -0.09, 0.22], [-0.41, -0.13, -0.19], [-0.14, 0.13, 0.00], [0.15, -0.09, 0.17], [-0.07, -0.06, -0.11], [0.12, 0.07, -0.12], [-0.11, -0.04, 0.14], [-0.05, 0.17, -0.11], [0.16, 0.10, -0.05], [-0.25, -0.31, -0.02], [-0.02, 0.24, -0.17], [0.24, 0.03, -0.16], [0.05, -0.29, -0.05], [0.06, 0.12, -0.03], [-0.08, -0.06, 0.03], [-0.01, -0.03, 0.02], [-0.04, 0.06, 0.08], [0.03, 0.27, -0.03], [0.04, 0.02, -0.05], [0.06, 0.02, 0.02], [0.00, 0.00, 0.00], [0.01, -0.02, 0.00], [0.02, 0.01, 0.03], [-0.01, 0.00, 0.00], [-0.01, 0.01, 0.00], [-0.01, 0.01, 0.00], [0.01, 0.01, 0.00], [0.08, 0.06, -0.01], [0.14, 0.04, -0.11], [0.01, 0.03, 0.04], [0.00, -0.01, 0.02], [0.04, -0.01, 0.04], [0.06, 0.04, 0.09], [0.06, 0.03, -0.02], [0.03, -0.18, 0.14], [-0.01, 0.02, 0.01], [0.00, 0.02, -0.01], [0.00, -0.01, 0.00], [0.08, -0.05, -0.02], [0.02, -0.01, 0.07], [-0.11, 0.04, -0.02], [-0.02, -0.07, 0.02]]}

{"formula": "C15H18O", "method": "the ωB97M-V functional and the def2-TZVPD basis", "de_lowest_kj_mol": 179.9, "gap_ha": [0.2997, 0.1614], "homo_energy_ha": [-0.437, -0.437], "total_charge": 1, "spin_multiplicity": 2, "elements": ["C", "C", "C", "C", "C", "C", "C", "C", "O", "H", "H", "H", "H", "H", "H", "H", "H", "H", "H", "C", "C", "C", "C", "C", "C", "C", "H", "H", "H", "H", "H", "H", "H", "H"], "positions_angstrom": [[-2.443, -0.151, -0.587], [-2.761, 1.212, -0.989], [-1.301, -0.574, -1.487], [-0.031, -0.683, -0.948], [-1.443, -0.733, -2.896], [1.056, -1.003, -1.691], [-0.318, -1.269, -3.637], [0.958, -1.458, -3.076], [1.872, -2.065, -3.845], [-2.167, -0.272, 0.455], [-3.340, -0.869, -0.689], [-1.856, 1.911, -0.702], [0.113, -0.551, 0.132], [-2.455, -0.513, -3.391], [1.945, -1.219, -1.104], [-0.393, -1.539, -4.676], [2.742, -1.776, -3.674], [-3.764, 1.447, -0.649], [-2.772, 1.328, -2.074], [2.352, -1.268, 2.586], [-0.647, 1.091, 2.649], [0.239, -0.059, 2.726], [-0.132, 2.242, 2.142], [1.527, -0.078, 2.225], [1.212, 2.352, 1.723], [2.020, 1.219, 1.820], [-1.644, 1.151, 3.080], [-0.199, -0.930, 3.102], [-0.643, 3.155, 2.216], [1.609, 3.346, 1.448], [2.847, -1.090, 3.547], [3.177, -1.430, 1.899], [3.091, 1.211, 1.596], [1.549, -2.136, 2.768]], "forces_ev_per_angstrom": [[-0.28, -3.63, -0.50], [1.23, 2.92, -0.48], [-1.43, 0.24, -0.19], [1.28, 0.03, 0.83], [1.14, -1.26, -1.98], [1.46, -1.53, 0.06], [-2.94, 0.94, 0.64], [-0.68, 0.46, 0.80], [-2.74, 0.61, 0.48], [0.28, 0.28, 0.14], [1.22, 1.03, -0.30], [-2.23, -0.93, 0.01], [-0.07, 0.10, -0.44], [1.82, -0.54, 0.65], [0.29, 0.31, -0.41], [-0.36, 0.09, -0.28], [2.08, 0.32, 0.73], [0.24, 0.81, 0.39], [-0.27, -0.14, -0.08], [-1.36, -1.17, 0.53], [1.46, -1.33, 0.26], [-1.91, 2.03, -1.23], [1.55, 0.43, -0.25], [-0.64, 2.66, 1.24], [0.27, -0.78, 0.36], [0.38, -1.32, -0.48], [0.20, -0.59, -0.06], [-0.42, -1.41, 0.75], [-1.07, 0.98, -0.15], [-0.14, -0.83, 0.09], [-0.21, -0.03, 0.01], [-0.24, -0.65, -0.32], [-0.29, 0.54, -0.12], [2.41, 1.40, -0.71]]}

{"formula": "C53H79N5O15", "method": "the ωB97M-V functional and the def2-TZVPD basis", "gap_ha": 0.2959, "homo_energy_ha": -0.301, "spin_multiplicity": 1, "elements": ["O", "C", "O", "C", "C", "C", "H", "H", "H", "H", "H", "H", "O", "C", "O", "C", "C", "C", "H", "H", "H", "H", "H", "H", "O", "C", "O", "C", "C", "C", "H", "H", "H", "H", "H", "H", "O", "C", "O", "C", "C", "C", "H", "H", "H", "H", "H", "H", "O", "C", "O", "C", "C", "C", "H", "H", "H", "H", "H", "H", "O", "C", "O", "C", "C", "C", "H", "H", "H", "H", "H", "H", "N", "C", "C", "C", "C", "H", "H", "H", "H", "H", "N", "C", "C", "C", "C", "H", "H", "H", "H", "H", "N", "C", "C", "C", "C", "H", "H", "H", "H", "H", "N", "C", "C", "C", "C", "H", "H", "H", "H", "H", "N", "C", "C", "C", "C", "H", "H", "H", "H", "H", "C", "C", "O", "C", "H", "H", "H", "H", "H", "H", "C", "C", "O", "C", "H", "H", "H", "H", "H", "H", "C", "C", "O", "C", "H", "H", "H", "H", "H", "H"], "positions_angstrom": [[-0.746, -3.206, 2.372], [-1.427, -3.154, 3.353], [-1.116, -3.852, 4.468], [-1.921, -3.454, 5.588], [-2.768, -2.268, 5.102], [-2.672, -2.332, 3.570], [-1.280, -3.096, 6.388], [-2.542, -4.305, 5.862], [-2.306, -1.334, 5.423], [-3.809, -2.300, 5.414], [-2.578, -1.355, 3.102], [-3.520, -2.871, 3.143], [-5.289, 4.405, 0.577], [-4.448, 3.647, 0.196], [-3.231, 4.081, -0.146], [-2.351, 3.025, -0.537], [-3.228, 1.752, -0.622], [-4.542, 2.140, 0.079], [-1.578, 2.972, 0.221], [-1.875, 3.151, -1.509], [-2.786, 0.914, -0.083], [-3.378, 1.464, -1.659], [-4.609, 1.735, 1.086], [-5.382, 1.737, -0.480], [-4.151, -1.429, -2.561], [-4.170, -2.240, -1.687], [-5.352, -2.591, -1.088], [-5.156, -3.621, -0.138], [-3.650, -3.861, -0.044], [-3.021, -3.095, -1.219], [-5.638, -4.557, -0.428], [-5.509, -3.348, 0.856], [-3.351, -4.899, 0.090], [-3.311, -3.425, 0.903], [-2.687, -3.828, -1.952], [-2.176, -2.490, -0.911], [-2.998, 1.594, -7.600], [-2.652, 1.154, -6.547], [-2.503, -0.167, -6.356], [-1.922, -0.426, -5.064], [-2.255, 0.829, -4.224], [-2.340, 1.920, -5.282], [-0.857, -0.598, -5.182], [-2.423, -1.249, -4.560], [-1.557, 1.098, -3.431], [-3.201, 0.599, -3.734], [-1.387, 2.439, -5.419], [-3.075, 2.712, -5.152], [6.022, -3.055, 0.201], [4.843, -2.897, 0.372], [4.273, -1.708, 0.153], [2.867, -1.724, 0.441], [2.664, -2.970, 1.285], [3.767, -3.889, 0.809], [2.283, -1.617, -0.474], [2.562, -0.900, 1.089], [1.687, -3.410, 1.069], [2.673, -2.768, 2.354], [3.456, -4.441, -0.085], [4.207, -4.640, 1.461], [3.504, -0.809, 3.791], [2.749, -0.702, 4.708], [3.103, -0.700, 6.003], [1.960, -0.607, 6.853], [0.748, -0.929, 5.987], [1.219, -0.583, 4.568], [1.876, 0.361, 7.350], [2.094, -1.371, 7.619], [-0.096, -0.308, 6.287], [0.519, -1.992, 6.057], [0.971, 0.461, 4.377], [0.795, -1.244, 3.819], [-1.107, -6.217, -0.855], [-0.326, -5.227, -0.296], [0.112, -4.441, -1.333], [-0.289, -5.055, -2.541], [-1.113, -6.107, -2.223], [-1.627, -6.895, -0.331], [-0.223, -5.161, 0.774], [0.664, -3.523, -1.202], [-0.099, -4.656, -3.525], [-1.731, -6.782, -2.790], [3.118, 1.557, -7.165], [2.126, 1.103, -7.996], [0.996, 0.954, -7.242], [1.319, 1.358, -5.940], [2.627, 1.756, -5.882], [4.058, 1.746, -7.458], [2.335, 0.983, -9.046], [0.054, 0.572, -7.603], [0.623, 1.321, -5.114], [3.235, 2.173, -5.101], [-0.138, -0.479, -1.099], [0.289, 0.813, -1.235], [0.320, 1.386, 0.007], [-0.091, 0.409, 0.944], [-0.432, -0.708, 0.220], [-0.168, -1.166, -1.837], [0.560, 1.218, -2.195], [0.513, 2.393, 0.340], [-0.158, 0.513, 2.014], [-0.772, -1.676, 0.554], [0.452, 5.056, -2.279], [1.394, 5.367, -1.337], [2.448, 4.487, -1.525], [2.105, 3.649, -2.588], [0.849, 3.981, -3.039], [-0.434, 5.512, -2.406], [1.254, 6.190, -0.658], [3.408, 4.594, -1.045], [2.668, 2.825, -3.002], [0.247, 3.594, -3.843], [1.576, 4.590, 4.708], [1.374, 3.903, 3.534], [1.294, 4.771, 2.493], [1.433, 6.072, 3.026], [1.547, 5.930, 4.390], [1.701, 4.202, 5.620], [1.188, 2.839, 3.547], [1.034, 4.573, 1.466], [1.432, 6.996, 2.471], [1.694, 6.660, 5.171], [3.433, 2.179, 0.717], [4.926, 2.271, 0.748], [5.525, 2.923, -0.075], [5.644, 1.467, 1.800], [2.970, 2.684, -0.125], [3.018, 2.613, 1.632], [3.151, 1.124, 0.731], [5.687, 0.414, 1.514], [5.118, 1.419, 2.759], [6.606, 1.930, 2.010], [-2.179, 2.350, 5.828], [-2.348, 1.842, 4.426], [-1.583, 1.010, 3.974], [-3.613, 2.212, 3.701], [-1.301, 1.928, 6.319], [-3.036, 2.131, 6.471], [-2.040, 3.433, 5.901], [-3.744, 3.296, 3.735], [-4.442, 1.675, 4.160], [-3.479, 1.964, 2.653], [3.035, -2.902, -3.593], [1.752, -2.261, -4.023], [0.911, -1.827, -3.264], [1.623, -2.077, -5.510], [3.284, -2.868, -2.534], [3.780, -2.389, -4.210], [3.158, -3.960, -3.841], [2.244, -1.239, -5.833], [0.615, -1.869, -5.860], [1.924, -2.995, -6.021]], "forces_ev_per_angstrom": [[0.06, -0.25, -0.26], [0.11, 0.21, -0.03], [0.23, 0.16, 0.14], [-0.66, 0.39, -0.41], [-0.08, 0.32, -0.61], [0.03, -0.15, 0.58], [0.10, -0.57, 0.13], [0.18, -0.03, 0.29], [-0.16, 0.01, 0.14], [0.11, -0.01, 0.32], [0.02, -0.04, -0.12], [0.03, 0.02, -0.11], [-0.33, 0.14, 0.18], [-0.73, -0.11, -0.04], [0.46, 0.40, -0.63], [-0.26, -1.15, 0.24], [0.12, -0.10, 0.83], [0.75, -0.31, -0.64], [0.02, -0.11, 0.00], [-0.07, 0.75, 0.07], [0.35, 0.00, -0.29], [-0.14, -0.03, 0.05], [-0.04, -0.01, 0.03], [-0.33, 0.55, 0.09], [0.03, 0.57, -0.05], [-0.31, -0.61, -0.82], [0.39, 0.24, 0.08], [0.61, -1.06, 0.42], [0.84, 0.61, 1.26], [-0.57, -0.90, 1.09], [-0.40, 0.33, -0.33], [-0.45, 0.31, -0.25], [-0.19, -0.12, -0.62], [0.12, 0.22, -0.18], [-0.07, 0.42, -0.48], [0.00, 0.08, -0.16], [-0.11, 0.22, -0.32], [-0.15, 0.35, -0.23], [0.27, -0.54, 0.42], [-0.19, 0.68, 0.85], [-0.02, 0.13, -0.03], [-0.03, 0.04, 0.00], [0.04, -0.09, 0.02], [0.14, -0.40, -0.51], [0.22, -0.39, -0.08], [-0.15, 0.36, -0.12], [0.08, -0.14, -0.10], [-0.16, -0.18, 0.14], [-0.35, -0.26, 0.11], [0.48, -0.46, -0.09], [-0.38, 1.03, -0.18], [-0.21, 0.36, 1.09], [-1.20, -1.19, -0.44], [0.77, -0.02, -0.39], [0.12, -0.43, -0.15], [0.53, 0.40, -0.33], [0.00, 0.07, 0.14], [0.36, 0.19, -0.05], [-0.02, 0.12, -0.08], [-0.19, 0.22, 0.35], [0.72, 0.06, 0.06], [-1.43, -0.17, -0.95], [0.35, 0.36, 0.06], [-0.24, -0.77, 0.42], [-0.02, 0.29, -0.31], [0.37, 0.03, 1.36], [0.33, 0.16, -0.26], [0.05, 0.18, 0.13], [-0.21, -0.30, 0.01], [-0.14, 0.08, 0.04], [0.01, -0.05, -0.40], [0.24, 0.16, -0.30], [0.26, 0.21, 0.12], [-0.81, -0.21, -0.39], [0.68, -0.18, 0.67], [-0.73, 0.47, -0.44], [0.23, -0.09, 0.54], [0.07, -0.12, 0.01], [0.04, 0.19, -0.01], [0.20, -0.10, -0.19], [-0.06, -0.13, -0.04], [0.22, 0.01, -0.27], [-0.03, 0.37, 0.44], [0.54, 0.13, 0.19], [-0.09, -0.24, -0.78], [-0.57, 0.13, 1.26], [0.08, -0.46, -1.26], [0.02, 0.11, 0.01], [-0.13, -0.19, 0.01], [-0.05, 0.11, 0.04], [0.16, 0.13, 0.11], [0.03, -0.08, 0.05], [-0.55, 0.39, 0.64], [0.20, 0.06, -0.34], [-0.04, 0.14, 0.78], [-0.50, -0.34, -0.23], [0.48, -0.57, 0.00], [0.07, 0.13, -0.05], [0.03, -0.02, 0.00], [0.43, 0.12, -0.62], [-0.14, 0.07, 0.00], [0.10, 0.00, 0.04], [-0.66, -0.24, -0.18], [0.27, -0.53, -0.57], [-0.05, 1.45, 0.45], [-0.30, -1.11, -0.91], [0.47, 0.71, 0.63], [0.02, 0.10, 0.18], [0.04, 0.03, 0.00], [-0.03, -0.33, 0.12], [0.19, 0.12, 0.17], [-0.03, 0.00, -0.02], [-0.57, 0.74, -1.34], [-0.17, -1.26, 0.42], [-0.34, 0.35, -0.26], [-0.14, 0.08, 0.80], [0.72, 0.31, 0.32], [-0.02, -0.07, 0.11], [0.24, 0.00, -0.02], [0.26, -0.32, 0.00], [-0.06, 0.06, 0.10], [0.02, 0.05, -0.13], [-0.34, -0.29, 0.44], [-0.23, -0.13, -0.17], [0.31, 0.24, -0.07], [-0.20, 0.16, 0.77], [0.26, -0.17, -0.02], [0.08, -0.02, 0.06], [-0.07, 0.04, -0.05], [0.38, 0.09, -0.32], [-0.30, 0.25, -0.17], [0.23, -0.38, -0.33], [0.53, 0.58, 0.81], [-0.21, -1.13, 0.34], [-0.03, 0.43, 0.07], [0.88, 0.67, -0.35], [0.01, -0.24, -0.27], [-0.18, -0.09, -0.29], [-0.19, 0.02, -0.37], [-0.40, -0.08, 0.26], [-0.15, 0.16, -0.08], [-0.15, -0.33, 0.05], [0.65, -0.22, -0.01], [-0.39, 0.10, -0.15], [0.13, -0.27, 0.04], [-0.20, -0.46, -0.43], [-0.24, 0.57, 0.01], [0.33, -0.06, 0.37], [-0.52, 0.04, -0.40], [0.16, -0.11, -0.01], [-0.11, 0.11, 0.39], [0.34, 0.13, -0.03]]}